[1]
Entry from the Open Molecules 2025 dataset: a cluster of 2 separate species, H4O5PS in total (wB97M-V/def2-TZVPD).

XYZ file:
```
11
H4O5PS | the Open Molecules 2025 dataset | wB97M-V/def2-TZVPD
O 0.483 -0.137 -1.964
O -1.010 1.336 -0.606
O 0.668 0.566 1.321
O 0.152 -1.563 -0.080
O -0.532 -1.502 2.163
P 0.836 -1.082 1.320
S -0.311 1.192 -1.894
H -0.128 0.841 0.678
H 0.259 -1.040 -0.928
H -1.235 -1.057 1.686
H 0.818 2.446 -1.695
```

Calculated values
Strongest force on any atom = 0.058 Eh/bohr
E_LUMO = 3.567 eV
Kohn-Sham gap = 8.24 eV
Charge = -1
Total energy = -1118.24797 a.u.
2S+1 = 1

[2]
Entry from the Open Molecules 2025 dataset: a cluster of 2 separate species, H4OS in total (wB97M-V/def2-TZVPD).

XYZ file:
```
6
H4OS | the Open Molecules 2025 dataset | wB97M-V/def2-TZVPD
S 2.356 2.101 -4.313
H 0.985 2.326 -4.577
H 2.450 1.071 -5.133
H -1.332 -1.537 5.195
H -2.662 -2.127 4.474
O -1.798 -1.834 4.354
```

Calculated values
Strongest force on any atom = 0.078 Eh/bohr
E_LUMO = 1.023 eV
Kohn-Sham gap = 10.78 eV
SMILES string = O.S
Total energy = -475.79873 a.u.
2S+1 = 1

[3]
Entry from the Open Molecules 2025 dataset: the molecule H4OS2Si (wB97M-V/def2-TZVPD).

XYZ file:
```
8
H4OS2Si | the Open Molecules 2025 dataset | wB97M-V/def2-TZVPD
O 0.939 0.044 1.075
Si -0.673 -0.836 -0.107
S 0.677 1.367 1.865
S -0.643 0.260 -1.852
H -1.801 -0.803 0.808
H -0.316 -2.110 -0.562
H 1.255 2.275 0.913
H 0.562 -0.196 -2.140
```

Calculated values
Strongest force on any atom = 0.039 Eh/bohr
E_LUMO (spin up / spin down) = 0.374 / -2.385 eV
Kohn-Sham gap (spin up / spin down) = 5.43 / 7.46 eV
Total energy = -1163.34899 a.u.
2S+1 = 3

[4]
Entry from the Open Molecules 2025 dataset: the molecule H4OSSi (wB97M-V/def2-TZVPD).

XYZ file:
```
7
H4OSSi | the Open Molecules 2025 dataset | wB97M-V/def2-TZVPD
O -0.515 1.259 0.365
Si 0.244 -0.161 0.402
S -0.658 -1.732 -0.747
H -0.675 2.110 -0.131
H 1.713 0.060 0.353
H -0.087 -0.330 1.772
H -0.023 -1.206 -2.014
```

Calculated values
Strongest force on any atom = 0.068 Eh/bohr
E_LUMO = 0.419 eV
Kohn-Sham gap = 10.38 eV
SMILES string = O[SiH2]S
Total energy = -765.34099 a.u.
2S+1 = 1

What is the total energy in the fourth record? -765.34099 a.u.

Which of these has the highest total energy? H4OS

The highest 2S+1 belongs to which entry? H4OS2Si

Which value of strongest force on any atom does entry 3 give? 0.039 Eh/bohr